Record 1
The following is a quantum chemistry calculation of a cluster of 4 separate species, C4H13NO3 in total at a distorted geometry, from the OMol25 dataset.

Computed properties:
- Strongest force on any atom: 4.9 eV Å⁻¹
- Kohn-Sham gap: 3.411 eV
- Molecular weight: 123.2 u

CARTESIAN COORDINATES (ANGSTROEM)
O: -0.245 -0.306 -2.259
C: -0.136 -1.604 -1.640
C: -0.275 -1.793 -0.377
C: 0.040 -0.642 0.525
C: -0.935 -0.761 1.668
N: -0.753 0.277 2.725
H: 2.503 -0.977 -2.276
H: 2.304 -0.374 -1.922
H: -0.339 -2.768 0.185
H: 1.097 -0.669 0.820
H: -0.098 0.322 0.016
H: -0.817 -1.748 2.227
H: -1.973 -0.689 1.390
H: 0.197 -0.012 3.104
H: -0.656 1.201 2.291
H: -0.615 -0.448 -3.114
H: 0.579 1.160 -1.793
O: 1.024 1.982 -1.592
H: 0.745 2.298 -0.725
H: -1.211 3.045 0.249
O: -0.436 2.504 0.497

***

Record 2
The following is a quantum chemistry calculation of a cluster of 3 separate species, C4H13NO4 in total at a distorted geometry, from the OMol25 dataset.

Computed properties:
- Strongest force on any atom: 3.0 eV Å⁻¹
- SMILES: CN(O)O.O=CO.CC
- Kohn-Sham gap: 9.388 eV
- Molecular weight: 139.2 u

CARTESIAN COORDINATES (ANGSTROEM)
C: -2.277 1.629 0.547
N: -0.850 1.695 0.282
O: -0.524 3.084 0.228
O: -0.656 1.159 -1.033
H: -2.848 2.202 -0.190
H: -2.568 0.581 0.516
H: -2.439 2.029 1.548
H: 0.435 3.118 0.352
H: 0.400 1.200 -1.189
O: 1.910 0.904 -0.946
C: 2.044 0.062 -0.060
O: 2.933 -0.911 -0.102
H: 1.606 0.166 0.938
H: 3.362 -0.936 -0.974
C: -0.026 -1.719 -0.684
C: -0.024 -2.274 0.735
H: -0.949 -2.013 -1.190
H: 0.769 -2.157 -1.285
H: -0.227 -0.551 -0.788
H: -0.234 -3.345 0.741
H: -0.782 -1.779 1.344
H: 0.946 -2.143 1.209

***

Record 3
The following is a quantum chemistry calculation of the ion C4H13NOP with charge +1 at a distorted geometry, from the OMol25 dataset.

Computed properties:
- Strongest force on any atom: 4.3 eV Å⁻¹
- SMILES: C[N+](C)(C)CPO
- Kohn-Sham gap: 10.512 eV
- Molecular weight: 122.1 u
- Charge: +1

CARTESIAN COORDINATES (ANGSTROEM)
C: 0.084 -0.039 -1.472
N: -0.284 -0.013 0.018
C: -1.412 -1.013 0.410
C: -0.698 1.468 0.252
C: 0.840 -0.513 0.795
P: 2.424 0.431 0.416
O: 2.851 -0.377 -1.005
H: 0.911 0.610 -1.839
H: 0.386 -1.064 -1.620
H: -0.836 0.067 -2.094
H: -1.385 -1.082 1.428
H: -2.339 -0.791 0.031
H: -1.161 -2.000 0.050
H: -0.816 1.765 1.289
H: 0.278 2.091 0.032
H: -1.492 1.927 -0.417
H: 1.150 -1.575 0.764
H: 0.649 -0.378 1.956
H: 3.162 -0.425 1.142
H: 3.747 -0.077 -1.337

***

Record 4
The following is a quantum chemistry calculation of a cluster of 2 separate species, C4H13NOS in total at a distorted geometry, from the OMol25 dataset.

Computed properties:
- Strongest force on any atom: 2.8 eV Å⁻¹
- SMILES: CNCCCS.O
- Kohn-Sham gap: 9.234 eV
- Molecular weight: 123.2 u

CARTESIAN COORDINATES (ANGSTROEM)
C: 1.788 -0.066 -0.189
N: 0.831 0.048 -1.253
C: -0.510 -0.181 -0.778
C: -1.141 1.085 -0.097
C: -0.604 1.877 1.110
S: -0.624 1.145 2.800
H: 2.693 0.551 -0.226
H: 2.114 -1.109 0.044
H: 1.315 0.178 0.767
H: 1.066 -0.412 -2.118
H: -0.788 -0.983 -0.083
H: -1.216 -0.235 -1.613
H: -2.114 0.732 0.283
H: -1.293 1.828 -0.886
H: -1.026 2.877 1.111
H: 0.465 1.978 0.923
H: 0.654 1.521 2.967
O: -0.980 -3.448 -0.943
H: -0.402 -3.831 -0.246
H: -0.226 -3.553 -1.571

***

Record 5
The following is a quantum chemistry calculation of a cluster of 2 separate species, C4H13NOS in total at a distorted geometry, from the OMol25 dataset.

Computed properties:
- Strongest force on any atom: 1.3 eV Å⁻¹
- SMILES: CNCCCS.O
- Kohn-Sham gap: 9.263 eV
- Molecular weight: 123.2 u

CARTESIAN COORDINATES (ANGSTROEM)
C: -1.770 -0.286 0.136
N: -0.380 -0.461 0.503
C: 0.057 0.392 1.584
C: 1.417 0.029 2.174
C: 2.572 0.728 1.475
S: 2.554 0.674 -0.346
H: -2.393 -0.665 0.940
H: -2.030 0.739 -0.087
H: -1.978 -0.966 -0.691
H: 0.240 -0.390 -0.287
H: 0.031 1.482 1.378
H: -0.730 0.291 2.347
H: 1.438 0.287 3.222
H: 1.558 -1.035 2.019
H: 2.567 1.761 1.734
H: 3.544 0.393 1.828
H: 2.984 1.911 -0.537
O: -3.234 -1.972 -5.989
H: -3.718 -1.163 -6.209
H: -2.728 -1.749 -5.195

***

Record 6
The following is a quantum chemistry calculation of a cluster of 2 separate species, C4H13NOS in total at a distorted geometry, from the OMol25 dataset.

Computed properties:
- Strongest force on any atom: 1.5 eV Å⁻¹
- SMILES: C[C@@H](N)CCS.O
- Kohn-Sham gap: 9.842 eV
- Molecular weight: 123.2 u

CARTESIAN COORDINATES (ANGSTROEM)
C: 0.084 -3.432 0.932
C: 0.401 -1.965 1.272
N: 1.572 -1.519 0.528
C: -0.807 -1.121 0.865
C: -0.579 0.393 0.828
S: -0.461 1.088 -0.866
H: 0.328 -3.605 -0.116
H: -0.973 -3.661 1.033
H: 0.753 -4.065 1.495
H: 0.465 -1.925 2.369
H: 2.049 -2.326 0.155
H: 2.130 -0.849 1.027
H: -0.975 -1.409 -0.169
H: -1.761 -1.372 1.322
H: -1.380 0.895 1.350
H: 0.396 0.646 1.218
H: -1.775 1.247 -1.022
O: 0.215 4.598 -2.155
H: 0.014 3.823 -1.618
H: 0.438 4.241 -3.019

***

Record 7
The following is a quantum chemistry calculation of a cluster of 2 separate species, C4H13NOS2 in total at a distorted geometry, from the OMol25 dataset.

Computed properties:
- Strongest force on any atom: 3.3 eV Å⁻¹
- Kohn-Sham gap (spin up / spin down): 4.096 / 6.277 eV
- 2S+1: 2
- Molecular weight: 155.3 u
- ⟨S²⟩: 0.753
- Charge: -1

CARTESIAN COORDINATES (ANGSTROEM)
S: -2.873 -1.549 0.737
S: -2.027 0.343 1.644
C: -0.168 0.579 1.724
C: 0.566 0.711 0.373
N: -0.044 -0.064 -0.665
C: 0.538 -1.359 -0.876
C: 2.012 -1.411 -1.432
H: -1.891 -2.302 0.214
H: 0.126 -0.271 2.353
H: -0.098 1.442 2.381
H: 1.633 0.521 0.568
H: 0.559 1.792 0.223
H: -0.223 0.400 -1.528
H: 0.429 -2.114 -0.094
H: -0.005 -1.756 -1.730
H: 2.488 -0.466 -1.139
H: 2.136 -1.689 -2.479
H: 2.517 -2.172 -0.828
H: -1.472 3.151 0.807
H: -2.391 2.730 -0.220
O: -1.812 3.486 -0.033

***

Record 8
The following is a quantum chemistry calculation of a cluster of 2 separate species, C4H13NOS2 in total, from the OMol25 dataset.

Computed properties:
- Strongest force on any atom: 0.7 eV Å⁻¹
- SMILES: CCSS.NCCO
- Kohn-Sham gap: 9.779 eV
- Molecular weight: 155.3 u

CARTESIAN COORDINATES (ANGSTROEM)
C: -1.361 -0.598 2.228
C: -1.484 0.810 1.646
S: -2.919 0.868 0.542
S: -2.745 2.754 -0.270
H: -1.089 -1.332 1.473
H: -2.302 -0.898 2.684
H: -0.610 -0.601 3.014
H: -0.590 1.079 1.087
H: -1.616 1.523 2.450
H: -2.130 2.407 -1.411
N: 0.299 0.533 -1.376
C: 1.404 -0.162 -0.712
C: 2.005 -1.189 -1.655
O: 3.033 -1.889 -0.966
H: 0.331 1.533 -1.262
H: -0.612 0.196 -1.100
H: 1.041 -0.677 0.175
H: 2.164 0.542 -0.385
H: 2.412 -0.650 -2.511
H: 1.233 -1.860 -2.039
H: 3.534 -2.389 -1.614

***

> Which of these has the lowest strongest force on any atom?

number 8